# 1
# C2H4NO3S

A cluster of 2 separate species, C2H4NO3S in total at a distorted geometry (ωB97M-V/def2-TZVPD, OMol25).

Geometry (Å):
C 1.3897 0.8460 -0.3569
C 1.4506 -0.3545 0.3754
N 1.4683 1.8576 -0.8959
O -1.1236 -1.1721 -0.9127
O -3.1919 0.1512 -0.1772
O -1.2663 -0.2028 1.2674
S -1.7128 -0.1159 -0.0956
H -1.0561 1.1183 -0.6492
H 0.3130 -0.5851 0.2029
H 1.6363 -0.4851 1.4241
H 2.0928 -1.0578 -0.1824

Gap between HOMO and LUMO: 0.3469 Eh
Largest force on an atom: 4.1 eV Å⁻¹
Net charge: -1

These are the Mulliken partial charges, in e, on atoms 1 to 5: number 1, C, carries 0.3641; number 2, C, carries -0.3466; number 3, N, carries -0.5060; number 4, O, carries -0.6206; number 5, O, carries -0.6352

# 2
# C2H4NO3S

The ion C2H4NO3S with charge -1 at a distorted geometry (ωB97M-V/def2-TZVPD, OMol25).

Geometry (Å):
C -0.8399 -0.1918 1.0642
C -0.0156 -0.9553 0.1874
N -2.1616 0.7292 0.5007
O -2.2372 0.9524 3.0841
O -3.7498 -0.3541 1.8680
O -3.9200 2.0335 1.6773
S -3.0700 0.9072 1.8794
H -1.1037 -0.4629 2.0085
H -0.0862 -2.0951 0.3527
H 1.1098 -0.8594 0.2011
H -0.1391 -0.9665 -0.8963

Multiplicity: 3
Gap between HOMO and LUMO (alpha / beta): 0.2869 / 0.2724 Eh
Expectation value of S²: 2.009
Largest force on an atom: 4.8 eV Å⁻¹
Net charge: -1

These are the Mulliken partial charges, in e, on atoms 1 to 5: number 1, C, carries -0.2394; number 2, C, carries -0.8420; number 3, N, carries -0.3771; number 4, O, carries -0.6668; number 5, O, carries -0.6149

# 3
# C2H4NO3S2

The ion C2H4NO3S2 with charge -1 at a distorted geometry (ωB97M-V/def2-TZVPD, OMol25).

Geometry (Å):
C 0.5540 -0.0103 -0.3846
C 0.1158 1.2071 -0.0113
N 1.5690 -0.7993 0.1877
O -1.9299 -1.9008 -1.9371
O -0.0314 -0.5481 -1.3969
O -1.8425 -2.2603 0.3822
S -1.0565 2.0445 -1.1569
S -1.8208 -1.2127 -0.6892
H 0.7859 1.7953 0.6834
H 1.3878 -0.7787 1.1657
H 1.4174 -1.7162 -0.2315
H -2.1790 1.6913 -0.5090

Gap between HOMO and LUMO: 0.2790 Eh
Largest force on an atom: 2.6 eV Å⁻¹
Net charge: -1

These are the Mulliken partial charges, in e, on atoms 1 to 5: number 1, C, carries 0.5657; number 2, C, carries -0.6291; number 3, N, carries -0.6548; number 4, O, carries -0.5252; number 5, O, carries -0.6122

# 4
# C2H4NO3S2

A structure of composition C2H4NO3S2 at a distorted geometry (ωB97M-V/def2-TZVPD, OMol25).

Geometry (Å):
C -0.8068 -0.4820 -0.5947
C -0.3386 -0.1728 0.7624
N -1.5894 0.4781 -1.1492
O 2.4843 -0.2944 0.0027
O -0.5774 -1.5832 -1.1314
O 2.0112 2.0494 0.8433
S 0.2446 -1.6051 1.6655
S 1.6319 0.9138 -0.0331
H -0.8991 0.4532 1.4577
H -1.6761 1.2766 -0.6723
H -1.8436 0.5335 -2.1142
H 1.3592 -1.5669 0.9635

Multiplicity: 3
Gap between HOMO and LUMO (alpha / beta): 0.1619 / 0.2725 Eh
Expectation value of S²: 2.009
Largest force on an atom: 4.2 eV Å⁻¹
Net charge: -1

These are the Mulliken partial charges, in e, on atoms 1 to 5: number 1, C, carries 0.7982; number 2, C, carries -0.6886; number 3, N, carries -0.3769; number 4, O, carries -0.6276; number 5, O, carries -0.6573

# 5
# C2H4NOS2

The ion C2H4NOS2 with charge -1 at a distorted geometry (ωB97M-V/def2-TZVPD, OMol25).

Geometry (Å):
C 0.5391 -0.1224 0.5207
C -0.9155 0.3498 0.3672
N 0.5161 -1.5303 0.1348
O 1.6329 -2.2026 0.0316
S -1.2744 0.3650 -1.4156
S 0.2358 1.5065 -2.3042
H 1.0104 0.5494 -0.2740
H 0.9431 0.1446 1.4939
H -1.5749 -0.3741 0.6186
H -1.1127 1.3141 0.8270

SMILES: O=NCCS[S-]
Gap between HOMO and LUMO: 0.2106 Eh
Largest force on an atom: 5.8 eV Å⁻¹
Net charge: -1

These are the Mulliken partial charges, in e, on atoms 1 to 5: number 1, C, carries -0.1599; number 2, C, carries -0.7698; number 3, N, carries -0.0260; number 4, O, carries -0.4006; number 5, S, carries -0.1573

# 6
# C2H4NPS

A cluster of 2 separate species, C2H4NPS in total at a distorted geometry (ωB97M-V/def2-TZVPD, OMol25).

Geometry (Å):
C 1.1642 -0.7806 1.0828
C -1.9935 0.9456 -0.9000
N 2.0775 -0.4574 0.2701
P 2.8090 -0.1654 -0.9983
S -1.4514 0.3116 0.4978
H 0.9897 -1.8729 1.2210
H 0.6372 -0.2581 1.8270
H -2.0644 0.3418 -1.8707
H -2.1682 1.9353 -1.1299

Multiplicity: 3
Gap between HOMO and LUMO (alpha / beta): 0.1407 / 0.1660 Eh
Expectation value of S²: 2.040
Largest force on an atom: 4.0 eV Å⁻¹

These are the Mulliken partial charges, in e, on atoms 1 to 5: number 1, C, carries -0.4074; number 2, C, carries -0.6256; number 3, N, carries 0.0958; number 4, P, carries -0.0497; number 5, S, carries -0.2404

# 7
# C2H4NS3

The ion C2H4NS3 with charge +1 at a distorted geometry (ωB97M-V/def2-TZVPD, OMol25).

Geometry (Å):
C 2.4221 -1.3067 0.6226
C 2.5281 0.0903 0.1626
N -0.3169 0.7077 -0.3004
S 3.8026 -2.1567 0.8754
S 3.8623 0.9939 -0.2695
S 1.6787 1.4157 -0.4340
H 1.4127 -1.5302 0.8642
H -0.9151 0.6903 -1.1630
H -0.9190 1.0723 0.3839
H 0.0363 -0.2724 -0.1694

Multiplicity: 3
Gap between HOMO and LUMO (alpha / beta): 0.2796 / 0.1803 Eh
Expectation value of S²: 2.049
Largest force on an atom: 4.2 eV Å⁻¹
Net charge: +1

These are the Mulliken partial charges, in e, on atoms 1 to 5: number 1, C, carries -0.0857; number 2, C, carries 0.3160; number 3, N, carries -0.6721; number 4, S, carries -0.1256; number 5, S, carries 0.0677

# 8
# C2H4NaO

A structure of composition C2H4NaO at a distorted geometry (ωB97M-V/def2-TZVPD, OMol25).

Geometry (Å):
O 1.5185 -0.1208 -0.0378
Na 3.7618 -0.1997 1.1161
C 0.3359 -0.1633 -0.0783
C -0.8774 0.0071 0.4829
H -1.1503 1.0358 0.7318
H -1.2302 -0.7951 1.1334
H -0.7941 0.0544 -1.8774
H -1.5642 0.1815 -1.4707

Gap between HOMO and LUMO: 0.2648 Eh
Largest force on an atom: 5.5 eV Å⁻¹
Net charge: +1

These are the Mulliken partial charges, in e, on atoms 1 to 5: number 1, O, carries -0.4549; number 2, Na, carries 1.0109; number 3, C, carries 0.6096; number 4, C, carries -0.8781; number 5, H, carries 0.3595